DFT (ωB97M-V with the def2-TZVPD basis set) results for an isolated molecule of C6H13N.

- Energy: -7921.6800 eV
- Spin multiplicity: 1
- SMILES: CCCN1C[C@H]1C
- E_HOMO: -9.13 eV
- Gap between HOMO and LUMO: 10.35 eV
- Max |F|: 0.0063 Eh/bohr

```
20
Properties=species:S:1:pos:R:3:forces:R:3
C 2.908121 -0.447405 -0.045074 0.1 0.0 0.0
C 1.423551 -0.747502 -0.195196 0.0 0.0 0.0
C 0.615460 0.470385 -0.634726 0.2 0.1 -0.1
N -0.775712 0.074433 -0.717295 0.1 0.0 0.1
C -1.837472 1.012986 -0.997770 -0.2 0.1 -0.1
C -1.613788 0.476270 0.380097 0.1 0.1 0.3
C -2.221131 -0.599754 1.244609 -0.1 0.0 0.0
H 3.078583 0.328453 0.710370 0.0 -0.1 -0.1
H 3.328663 -0.089564 -0.992100 0.0 0.0 0.1
H 3.467389 -1.338633 0.256560 -0.1 0.1 0.0
H 1.259326 -1.542986 -0.931793 0.1 0.1 0.1
H 1.011035 -1.122409 0.752082 0.1 0.1 -0.1
H 0.970726 0.833649 -1.606657 -0.1 -0.1 0.0
H 0.746637 1.292927 0.093030 0.0 -0.1 -0.2
H -2.607920 0.681894 -1.691661 0.1 -0.1 0.2
H -1.567919 2.068036 -1.104389 -0.1 -0.2 0.0
H -1.192279 1.271715 1.001569 0.1 -0.1 0.0
H -3.114316 -0.269964 1.782215 0.0 0.0 -0.1
H -2.425121 -1.523734 0.699813 -0.1 0.2 -0.1
H -1.453824 -0.828788 1.996316 -0.2 -0.1 -0.1
```
Positions in Å, forces in eV/Å.

---

DFT (ωB97M-V with the def2-TZVPD basis set) results for an isolated molecule of C6H13N at a distorted geometry.

- Energy: -7922.0517 eV
- Spin multiplicity: 1
- SMILES: C/C=C(\C)CCN
- E_HOMO: -8.51 eV
- Gap between HOMO and LUMO: 9.65 eV
- Max |F|: 0.0236 Eh/bohr

```
20
Properties=species:S:1:pos:R:3:forces:R:3
C -1.834625 0.555778 0.390654 -0.2 -0.1 0.5
C -0.888792 0.286947 -0.774566 0.4 0.5 -1.0
C 0.473663 -0.150639 -0.335713 0.2 -0.6 0.5
C 0.867185 -1.424448 -0.400027 0.5 0.2 -0.4
C 2.124227 -1.973528 0.204843 0.1 0.0 0.1
C 1.373753 0.899679 0.286426 -0.7 0.4 -0.1
N -2.721320 1.661871 0.140226 0.5 0.1 -0.3
H -2.360233 -0.379516 0.609917 -0.1 -0.1 0.0
H -1.264119 0.758158 1.297705 0.2 0.2 0.0
H -0.754753 1.198241 -1.373598 -0.2 0.2 0.3
H -1.327797 -0.422636 -1.474552 0.0 -0.3 0.1
H 0.385523 -2.121948 -1.078104 -0.6 0.0 0.4
H 2.721923 -1.233877 0.738853 0.1 0.1 -0.4
H 1.915597 -2.726952 0.964500 -0.3 -0.2 0.0
H 2.710096 -2.481159 -0.561719 0.3 0.1 0.0
H 1.477775 0.778770 1.362264 0.3 -0.1 0.1
H 2.340800 0.919225 -0.209548 0.2 -0.2 0.2
H 0.943521 1.891549 0.137495 -0.1 0.0 0.0
H -3.001525 1.813879 -0.808866 -0.3 0.1 0.1
H -3.180900 2.150606 0.883811 -0.1 -0.2 -0.1
```
Positions in Å, forces in eV/Å.

---

DFT (ωB97M-V with the def2-TZVPD basis set) results for an isolated molecule of C6H13N at a distorted geometry.

- Energy: -7920.8104 eV
- Spin multiplicity: 1
- SMILES: [H]/N=C(\C)CC(C)C
- E_HOMO: -8.79 eV
- Gap between HOMO and LUMO: 9.82 eV
- Max |F|: 0.1275 Eh/bohr

```
20
Properties=species:S:1:pos:R:3:forces:R:3
C -0.871355 -0.687875 -0.330458 -5.9 1.2 0.2
C -0.171859 0.334972 -1.073261 6.5 0.4 0.5
C 1.963521 1.114321 0.676022 -0.1 0.3 -0.2
C -0.527935 -1.194913 1.046884 0.0 0.0 0.1
C -2.465849 0.184460 -0.219955 1.8 -2.7 0.3
C 1.534910 0.257545 -0.482930 -1.5 0.0 -2.0
N 2.325868 -0.485228 -1.154989 -0.5 0.8 0.0
H -1.099516 -1.530149 -0.988756 0.1 0.0 0.2
H 3.314040 -0.339867 -0.898611 -0.4 -0.3 0.4
H -0.036037 0.057780 -2.118929 -0.1 0.1 0.1
H -0.440563 1.388419 -1.020908 -0.2 -0.2 0.4
H 1.601181 2.135756 0.535258 -0.1 0.0 0.1
H 1.555142 0.728294 1.612385 0.0 0.1 0.0
H 3.057123 1.161033 0.754338 -0.2 -0.2 0.0
H 0.365209 -1.825084 1.020950 0.2 0.3 0.1
H -1.317987 -1.859566 1.409974 -0.1 0.2 -0.1
H -0.430242 -0.385626 1.773681 0.2 -0.1 0.0
H -2.396822 0.918126 0.583449 0.1 -0.1 0.0
H -3.161230 -0.620291 0.026305 -0.3 0.3 0.2
H -2.797595 0.647892 -1.150450 0.5 -0.1 0.0
```
Positions in Å, forces in eV/Å.

---

DFT (ωB97M-V with the def2-TZVPD basis set) results for an isolated molecule of C6H13N at a distorted geometry.

- Energy: -7921.8452 eV
- Spin multiplicity: 1
- SMILES: CCC(=CN)CC
- E_HOMO: -7.69 eV
- Gap between HOMO and LUMO: 8.70 eV
- Max |F|: 0.0480 Eh/bohr

```
20
Properties=species:S:1:pos:R:3:forces:R:3
C 1.370263 0.593118 -2.021413 -0.5 -0.1 0.2
C 0.236056 1.022498 -1.057886 1.0 -2.0 0.7
C -0.115689 0.043142 0.063014 -1.0 0.6 1.4
C 0.459963 0.196218 1.277184 0.4 -0.3 -2.2
N 1.744360 0.766138 1.458245 -0.8 -0.3 1.6
C -1.523143 -0.636869 0.012997 1.8 1.4 -0.9
C -1.661011 -1.838349 0.909490 -1.4 -0.4 0.2
H 1.139835 -0.296292 -2.611705 -0.4 0.3 -0.3
H 1.548943 1.473278 -2.635784 0.4 -0.3 -0.4
H 2.287528 0.282794 -1.516966 0.0 0.5 0.3
H 0.632501 1.885304 -0.524510 -0.5 0.6 -0.4
H -0.700320 1.176373 -1.590031 0.2 0.6 -0.2
H -0.058366 -0.172583 2.145363 0.4 -0.3 0.4
H 1.819914 0.994954 2.448667 0.5 0.2 -0.5
H 2.001411 1.551421 0.879942 -0.2 0.0 -0.2
H -2.198973 0.173550 0.310662 -0.4 -0.4 0.0
H -1.698996 -0.751496 -1.061155 -0.3 -0.7 0.1
H -1.842348 -1.437148 1.906563 0.3 -0.4 0.3
H -0.881306 -2.595396 0.912144 0.5 0.5 -0.1
H -2.560622 -2.430656 0.695178 -0.1 0.3 -0.1
```
Positions in Å, forces in eV/Å.

---

DFT (ωB97M-V with the def2-TZVPD basis set) results for a cluster of 2 separate species, C6H13N in total.

- Energy: -7921.4560 eV
- Spin multiplicity: 1
- SMILES: C=CC=C.CCN
- E_HOMO: -8.78 eV
- Gap between HOMO and LUMO: 9.93 eV
- Max |F|: 0.0085 Eh/bohr

```
20
Properties=species:S:1:pos:R:3:forces:R:3
C -0.485018 2.390000 0.247540 -0.1 0.1 0.2
C -0.179769 1.517075 -0.705903 0.1 0.0 0.0
C 0.857173 1.767410 -1.702614 -0.3 0.2 -0.1
C 1.086975 0.989587 -2.750512 0.1 -0.3 -0.3
H -0.049905 3.381847 0.279571 0.3 -0.1 0.0
H -1.185363 2.172126 1.042290 -0.2 -0.1 -0.2
H -0.722115 0.579473 -0.785949 0.2 -0.1 0.1
H 1.433701 2.678208 -1.585469 0.0 0.1 0.0
H 1.811026 1.256004 -3.508959 0.1 0.0 0.1
H 0.572874 0.047209 -2.906139 -0.2 0.1 0.1
C 0.647341 -2.430495 1.950421 -0.3 0.1 0.1
C -0.473168 -1.431158 1.710552 -0.1 0.1 -0.1
N -1.275636 -1.799733 0.532207 0.0 -0.1 0.1
H 1.406933 -2.357992 1.176112 0.1 -0.1 0.0
H 1.094155 -2.255237 2.927343 0.2 0.0 0.0
H 0.243114 -3.444142 1.959674 0.0 -0.1 0.0
H -1.093134 -1.348175 2.609658 0.0 -0.1 0.1
H -0.048132 -0.440201 1.537441 0.0 0.0 0.0
H -1.322673 -2.810946 0.466066 0.0 0.0 0.0
H -2.235331 -1.497965 0.652507 0.0 0.1 -0.1
```
Positions in Å, forces in eV/Å.

---

DFT (ωB97M-V with the def2-TZVPD basis set) results for an isolated molecule of C6H13N at a distorted geometry.

- Energy: -7922.4353 eV
- Spin multiplicity: 1
- SMILES: CCN1CCCC1
- E_HOMO: -8.28 eV
- Gap between HOMO and LUMO: 9.47 eV
- Max |F|: 0.0282 Eh/bohr

```
20
Properties=species:S:1:pos:R:3:forces:R:3
C 0.676864 -0.348903 -0.784133 0.0 -0.1 -0.7
N -0.451867 0.227387 -0.046898 0.2 -0.4 0.0
C -0.182605 1.527345 0.493355 -0.5 0.7 1.2
C 0.171981 2.553275 -0.540909 -0.2 0.9 -1.1
C -0.889812 -0.747824 0.946528 0.8 0.3 -0.1
C -0.569769 -2.128922 0.356878 -0.1 1.0 0.5
C 0.643891 -1.859179 -0.552524 -0.3 -0.7 0.4
H 0.529631 -0.103126 -1.838995 0.1 -0.1 -0.1
H 1.676210 0.044332 -0.549849 -0.2 0.2 0.5
H 0.552804 1.541693 1.327076 0.4 -0.4 -0.4
H -1.064271 1.882152 1.046959 -0.2 -0.2 -0.4
H 0.037745 3.582074 -0.196725 0.1 -0.1 0.4
H -0.483805 2.494233 -1.416170 -0.1 -0.3 0.1
H 1.179580 2.512133 -0.947659 0.2 -0.3 0.2
H -1.924765 -0.599307 1.230545 -0.3 0.0 0.0
H -0.264977 -0.600871 1.846829 -0.2 -0.2 0.2
H -1.414487 -2.603074 -0.117736 -0.2 0.1 -0.4
H -0.324337 -2.700609 1.232574 0.3 -0.9 0.1
H 0.591738 -2.429582 -1.477095 -0.1 0.1 -0.1
H 1.510248 -2.243229 -0.012053 0.3 0.4 -0.2
```
Positions in Å, forces in eV/Å.

---

DFT (ωB97M-V with the def2-TZVPD basis set) results for an isolated molecule of C6H13N at a distorted geometry.

- Energy: -7920.0838 eV
- Spin multiplicity: 1
- SMILES: CCN1CCCC1
- E_HOMO: -8.22 eV
- Gap between HOMO and LUMO: 9.36 eV
- Max |F|: 0.1062 Eh/bohr

```
20
Properties=species:S:1:pos:R:3:forces:R:3
C 0.993092 -0.113722 0.035973 -0.3 0.7 -1.4
N -0.506919 -0.028568 0.212204 0.5 -0.2 1.0
C -0.774396 0.847477 1.484811 5.0 -0.9 -1.9
C -0.009988 0.178811 2.683159 0.7 -1.1 -1.6
C -1.049663 0.225192 -1.238471 1.4 2.0 3.3
C -0.221619 -0.732992 -1.967315 2.2 -1.2 -3.9
C 1.270431 -0.483462 -1.433605 0.3 -2.8 -0.4
H 1.408028 0.857989 0.141719 0.2 1.6 0.4
H 1.662479 -0.670252 0.689132 -1.0 -0.8 0.4
H -1.690980 1.293251 1.495731 -3.0 0.1 0.6
H -0.109308 1.714223 1.364778 -0.2 0.5 -0.5
H -0.314974 0.241746 3.722822 0.0 0.8 -0.1
H 1.111191 0.221123 2.466700 -1.4 1.2 1.0
H -0.024326 -0.865710 2.475531 -0.9 -1.3 0.0
H -0.680424 1.255059 -1.527959 -0.9 -0.6 0.0
H -2.134684 0.130760 -1.241400 0.2 0.0 -0.1
H -0.195002 -0.491447 -3.167048 -0.4 -0.8 2.9
H -0.501319 -1.805045 -1.794438 0.1 1.0 -0.2
H 1.796407 0.296182 -2.062122 -0.6 -0.8 1.0
H 1.974206 -1.505728 -1.436181 -2.0 2.6 -0.4
```
Positions in Å, forces in eV/Å.

---

DFT (ωB97M-V with the def2-TZVPD basis set) results for an isolated molecule of C6H13N at a distorted geometry.

- Energy: -7922.0133 eV
- Spin multiplicity: 1
- SMILES: C=C(CC)CCN
- E_HOMO: -8.98 eV
- Gap between HOMO and LUMO: 10.01 eV
- Max |F|: 0.0326 Eh/bohr

```
20
Properties=species:S:1:pos:R:3:forces:R:3
C -2.089445 0.426165 0.294403 -0.3 -0.1 -0.8
C -0.859366 0.259125 -0.618025 0.6 0.3 0.8
C 0.276183 -0.635515 -0.183406 0.3 -1.2 -1.1
C 0.132677 -1.699407 0.594753 -0.4 0.8 1.4
C 1.561113 -0.487201 -0.980080 -0.5 1.1 0.5
C 2.357369 0.746957 -0.505092 0.5 -0.9 -0.6
N -1.852848 0.327926 1.737217 0.1 0.3 -0.6
H -2.841113 -0.309797 0.001509 0.1 -0.2 0.2
H -2.527260 1.381868 -0.030409 -0.1 0.0 0.3
H -1.185566 -0.129715 -1.579380 -0.2 0.1 -0.2
H -0.428224 1.244342 -0.829419 -0.1 0.0 0.0
H -0.738324 -1.726295 1.242852 0.0 -0.4 -0.2
H 0.960148 -2.338269 0.866473 0.1 -0.2 -0.3
H 1.282329 -0.308884 -2.016622 0.1 -0.1 -0.3
H 2.152040 -1.394430 -0.934784 0.1 -0.1 0.1
H 3.310616 0.772490 -1.043413 -0.1 0.2 -0.1
H 1.796358 1.643815 -0.751052 0.1 0.2 0.4
H 2.635057 0.659258 0.543401 -0.4 0.2 0.2
H -1.210370 1.073890 1.978083 0.0 0.0 0.4
H -2.731376 0.493679 2.212993 0.1 0.1 0.1
```
Positions in Å, forces in eV/Å.

---

DFT (ωB97M-V with the def2-TZVPD basis set) results for an isolated molecule of C6H13N at a distorted geometry.

- Energy: -7922.1566 eV
- Spin multiplicity: 1
- SMILES: CCN1CCCC1
- E_HOMO: -7.63 eV
- Gap between HOMO and LUMO: 8.73 eV
- Max |F|: 0.0345 Eh/bohr

```
20
Properties=species:S:1:pos:R:3:forces:R:3
C 0.604479 -0.648852 -0.672223 0.4 0.9 0.2
N -0.132170 0.297727 0.160956 1.2 -1.2 0.5
C -0.004824 1.672659 -0.173235 -1.1 0.5 0.2
C 1.369951 2.266065 0.058049 0.3 -0.8 -0.9
C -1.183367 -0.357437 0.900410 -0.9 0.2 -1.1
C -1.017857 -1.845289 0.600454 0.9 0.2 0.2
C -0.214690 -1.928177 -0.720966 -0.1 -0.1 0.8
H 1.610097 -0.831251 -0.270847 0.0 -0.2 0.1
H 0.779428 -0.142891 -1.626181 -0.1 -0.4 -0.4
H -0.334005 1.851537 -1.211984 0.3 -0.1 -0.2
H -0.735661 2.253592 0.401723 0.1 -0.1 0.2
H 1.415595 3.240411 -0.412641 0.2 0.3 0.2
H 1.662892 2.241244 1.077918 -0.2 0.6 1.3
H 2.170161 1.641849 -0.341811 -0.2 0.0 -0.7
H -1.206947 -0.190952 1.979440 0.1 0.3 0.0
H -2.137994 -0.063626 0.444309 -0.4 0.2 0.5
H -0.322599 -2.267287 1.333798 -0.3 0.0 0.2
H -1.954897 -2.389397 0.685026 0.0 -0.1 -0.3
H 0.416467 -2.803030 -0.573449 0.1 -0.1 -0.7
H -0.784057 -1.996897 -1.638745 -0.3 -0.1 0.0
```
Positions in Å, forces in eV/Å.

---

DFT (ωB97M-V with the def2-TZVPD basis set) results for the ion C6H13N with charge +1 at a distorted geometry.

- Energy: -7913.4751 eV
- Spin multiplicity: 2
- E_HOMO (spin up / spin down): -14.61 / -14.90 eV
- Gap between HOMO and LUMO (spin up / spin down): 11.30 / 7.38 eV
- <S²>: 0.759
- Max |F|: 0.1603 Eh/bohr
- Net charge: +1

```
20
Properties=species:S:1:pos:R:3:forces:R:3
C 0.963228 -0.938741 1.955829 2.4 -0.9 -2.0
C 1.720840 -0.040069 0.906149 -0.5 -0.5 2.6
C 0.762575 0.933986 0.193743 0.5 1.2 2.0
C -0.332999 0.468453 -0.682969 5.2 -0.3 -0.6
C -1.539124 0.338872 -0.144654 -8.1 0.4 1.2
N -2.773069 0.018789 -0.841631 3.6 1.1 4.1
C 0.049665 0.085068 -2.056733 -2.1 -0.1 -1.3
H 1.751070 -1.487826 2.501964 -0.6 1.0 0.9
H 0.204120 -0.358873 2.385521 -0.6 0.6 1.7
H 0.497439 -1.823352 1.545611 -0.6 0.0 -1.0
H 2.304522 -0.666973 0.327190 0.7 -1.3 -2.1
H 2.573809 0.488341 1.439613 -1.6 0.2 -0.5
H 0.348265 1.499759 1.044910 -0.2 -0.1 -0.3
H 1.464798 1.635992 -0.226339 -0.2 0.3 -1.2
H -1.863360 0.728878 0.908769 1.3 -0.9 -2.0
H -2.798916 -0.494848 -1.646409 0.5 -1.2 -3.0
H -3.551970 -0.271261 -0.272394 -0.2 0.5 0.6
H -0.089405 1.026864 -2.692383 0.0 -1.4 0.4
H -0.656608 -0.726619 -2.288643 -0.3 0.6 -0.9
H 0.965120 -0.416441 -2.357144 0.8 0.7 1.0
```
Positions in Å, forces in eV/Å.